Density functional theory data (the ωB97M-V functional and the def2-TZVPD basis) for C16H30GeN2O2Pt as an isolated structure at a distorted geometry.

The relative energy (zero: lowest compared OMol25 entry of this formula, charge and spin) is 0.855 eV. As for the energy: -83915.617 eV. Its total charge is 0. The molar mass comes out at 550.1 g/mol.

Each line ends with the Löwdin charge.
Cartesian coordinates (Å):
Pt: -0.387 -1.027 -0.538  0.713
N: -2.078 -2.393 0.273  -0.111
C: -2.627 -1.875 1.511  -0.171
C: -1.507 -1.082 2.352  -0.705
O: -1.817 -0.792 3.488  0.027
O: -0.452 -0.867 1.730  -0.166
H: -2.789 -2.558 -0.431  0.071
H: -1.570 -3.261 0.446  0.088
H: -3.008 -2.650 2.181  0.109
H: -3.418 -1.152 1.302  0.113
C: -2.641 -4.472 -4.019  -0.020
C: -1.394 -4.734 -3.434  -0.034
C: -0.625 -3.719 -2.956  -0.014
N: -1.030 -2.399 -3.029  -0.123
C: -2.274 -2.142 -3.576  -0.013
C: -3.064 -3.138 -4.061  -0.036
H: -3.256 -5.266 -4.401  0.111
H: -1.027 -5.744 -3.360  0.118
H: 0.336 -3.883 -2.496  0.140
H: -2.571 -1.106 -3.589  0.141
H: -4.023 -2.882 -4.483  0.118
C: -0.202 -1.365 -2.578  -0.358
H: -0.414 -0.434 -3.112  0.059
H: 0.854 -1.627 -2.715  0.056
C: -1.509 2.786 3.032  -0.104
C: -0.420 2.639 1.977  -0.286
C: -0.980 2.511 0.565  -0.324
C: 0.134 2.474 -0.469  -0.365
Ge: 1.190 0.749 -0.429  0.764
C: 2.496 0.201 0.998  -0.372
C: 3.738 1.064 1.132  -0.316
C: 3.400 2.458 1.645  -0.291
C: 4.642 3.322 1.824  -0.117
H: -1.064 2.951 4.010  0.070
H: -2.115 1.885 3.086  0.060
H: -2.155 3.632 2.802  0.066
H: 0.168 1.746 2.199  0.083
H: 0.246 3.506 2.018  0.106
H: -1.652 3.352 0.361  0.106
H: -1.566 1.585 0.490  0.080
H: 0.789 3.339 -0.354  0.047
H: -0.297 2.532 -1.472  0.045
H: 2.049 0.871 -1.729  -0.064
H: 2.788 -0.819 0.731  0.050
H: 1.967 0.135 1.947  0.046
H: 4.237 1.145 0.162  0.100
H: 4.434 0.584 1.829  0.108
H: 2.875 2.371 2.599  0.111
H: 2.723 2.936 0.932  0.084
H: 5.315 2.874 2.552  0.068
H: 4.372 4.315 2.176  0.065
H: 5.178 3.424 0.883  0.069